Here is a 19-piece molecular cluster, C82H219N21O25 overall in a non-equilibrium geometry from the Open Molecules 2025 dataset. Energies are from ωB97M-V/def2-TZVPD.

Structure (ORCA input):
```
! RIJCOSX wB97M-V def2-TZVPD def2/J DEFGRID3
* xyz 0 1
C -3.39 6.91 2.88
O -2.36 7.41 3.38
N -4.41 6.69 3.59
N -3.60 6.63 1.62
H -5.22 6.26 3.18
H -4.34 6.78 4.60
H -4.52 6.60 1.21
H -2.79 6.73 1.02
C -4.50 3.94 -2.46
O -5.43 4.75 -2.16
N -4.60 3.07 -3.43
N -3.24 3.96 -2.04
H -5.41 3.06 -4.02
H -3.84 2.44 -3.65
H -2.70 3.24 -2.50
H -2.93 4.54 -1.27
C -2.53 -4.33 2.70
O -3.29 -3.76 1.65
C -2.55 -2.83 0.87
C -3.64 -2.12 0.05
N -3.39 -0.76 -0.53
C -4.62 -0.13 -1.08
C -4.89 -0.77 -2.43
O -4.02 -0.42 -3.44
C -4.44 -0.50 -4.80
H -3.07 -5.13 3.20
H -2.39 -3.57 3.46
H -1.50 -4.61 2.47
H -1.76 -3.24 0.25
H -2.08 -2.07 1.50
H -4.48 -2.00 0.74
H -3.98 -2.82 -0.72
H -2.80 -1.11 -1.28
H -4.42 0.91 -1.32
H -5.39 -0.15 -0.32
H -5.85 -0.40 -2.77
H -5.14 -1.83 -2.32
H -5.12 -1.32 -5.02
H -3.62 -0.50 -5.52
H -5.03 0.38 -5.05
C 9.23 -4.31 -3.34
O 9.49 -4.96 -4.61
C 9.44 -4.02 -5.64
C 8.03 -4.07 -6.40
N 6.95 -3.42 -5.64
C 7.05 -1.99 -5.43
C 5.85 -1.49 -4.55
O 6.07 -1.91 -3.21
C 5.01 -1.59 -2.32
H 10.14 -3.83 -2.99
H 9.18 -5.12 -2.62
H 8.43 -3.59 -3.19
H 10.17 -4.31 -6.40
H 9.85 -3.04 -5.39
H 7.70 -5.11 -6.47
H 8.06 -3.59 -7.38
H 6.97 -3.81 -4.71
H 7.01 -1.51 -6.41
H 8.02 -1.78 -4.98
H 4.92 -1.80 -5.03
H 5.87 -0.40 -4.66
H 4.99 -0.52 -2.10
H 5.16 -2.07 -1.35
H 4.11 -1.92 -2.83
C 2.73 -4.83 -4.80
O 1.49 -5.38 -4.24
C 1.70 -5.89 -2.94
C 0.43 -6.66 -2.51
N -0.66 -5.70 -2.45
C -1.87 -6.37 -2.02
C -2.58 -7.13 -3.14
O -2.79 -6.24 -4.23
C -3.34 -6.78 -5.43
H 3.65 -5.33 -4.48
H 2.87 -3.79 -4.51
H 2.55 -4.92 -5.87
H 1.91 -5.16 -2.16
H 2.55 -6.56 -3.02
H 0.53 -6.99 -1.48
H 0.38 -7.53 -3.15
H -0.92 -5.40 -3.38
H -2.43 -5.49 -1.71
H -1.63 -7.03 -1.18
H -3.51 -7.58 -2.78
H -2.00 -7.97 -3.53
H -4.24 -7.36 -5.22
H -2.54 -7.23 -6.03
H -3.72 -5.95 -6.03
C 2.63 3.22 1.38
O 3.86 2.60 1.09
C 4.86 2.58 2.13
C 5.33 3.97 2.55
N 6.19 4.65 1.55
C 6.28 6.08 1.79
C 7.35 6.81 1.01
O 7.62 8.19 1.44
C 8.46 8.97 0.62
H 2.13 2.74 2.22
H 2.02 3.23 0.48
H 2.64 4.29 1.58
H 5.69 1.93 1.86
H 4.30 2.25 3.00
H 5.88 3.88 3.48
H 4.49 4.63 2.77
H 5.80 4.39 0.66
H 6.52 6.20 2.84
H 5.33 6.62 1.72
H 7.01 7.00 -0.01
H 8.18 6.11 0.88
H 9.35 8.37 0.42
H 8.85 9.79 1.23
H 8.00 9.43 -0.25
C -6.07 -4.61 -3.92
O -5.74 -5.37 -2.76
C -6.91 -5.87 -2.10
C -7.43 -7.22 -2.50
N -6.30 -8.12 -2.63
C -6.63 -9.41 -3.22
C -5.32 -10.22 -3.34
O -4.65 -9.68 -4.45
C -3.42 -10.37 -4.66
H -5.12 -4.19 -4.24
H -6.69 -3.78 -3.60
H -6.64 -5.18 -4.65
H -7.74 -5.16 -2.14
H -6.67 -5.99 -1.05
H -7.86 -7.16 -3.50
H -8.13 -7.71 -1.83
H -5.45 -7.70 -2.97
H -7.03 -9.29 -4.23
H -7.22 -9.94 -2.47
H -5.58 -11.27 -3.50
H -4.76 -10.16 -2.40
H -2.72 -10.02 -3.91
H -2.85 -10.32 -5.59
H -3.58 -11.45 -4.57
C 0.32 0.24 3.01
O -0.28 1.56 3.01
C -1.37 1.68 2.07
C -0.91 1.61 0.60
N -0.74 0.24 0.10
C -0.06 0.19 -1.17
C -0.20 -1.19 -1.89
O -1.51 -1.33 -2.48
C -1.68 -2.65 -3.10
H -0.45 -0.50 2.82
H 0.89 -0.03 3.90
H 0.93 0.22 2.11
H -1.81 2.66 2.29
H -2.25 1.04 2.21
H 0.05 2.10 0.48
H -1.64 2.14 -0.02
H -1.62 -0.18 -0.15
H 1.03 0.29 -1.09
H -0.39 0.97 -1.86
H -0.05 -1.88 -1.06
H 0.58 -1.27 -2.64
H -0.90 -2.77 -3.85
H -2.59 -2.46 -3.67
H -1.77 -3.39 -2.31
C -6.41 3.28 5.54
C -5.03 2.55 5.39
C -4.44 2.60 3.95
O -5.43 2.16 2.98
C -4.99 2.04 1.66
N -4.15 3.10 6.32
H -6.86 3.02 6.49
H -7.10 2.93 4.77
H -6.36 4.36 5.44
H -5.22 1.51 5.67
H -3.69 1.81 3.96
H -3.87 3.49 3.67
H -4.39 1.14 1.56
H -4.33 2.88 1.41
H -5.88 1.96 1.02
H -4.45 2.84 7.25
H -3.24 2.69 6.16
C 1.37 -4.48 0.60
C 2.58 -3.54 0.36
C 2.96 -2.55 1.53
O 4.03 -1.74 1.15
C 4.56 -0.95 2.17
N 3.68 -4.48 0.16
H 1.49 -4.94 1.58
H 1.26 -5.29 -0.12
H 0.45 -3.91 0.74
H 2.37 -3.07 -0.60
H 3.22 -3.11 2.43
H 2.09 -1.95 1.79
H 4.91 -1.63 2.94
H 3.85 -0.24 2.60
H 5.49 -0.42 1.95
H 3.84 -5.06 0.98
H 4.54 -3.96 0.14
C 6.73 6.05 -3.86
C 7.26 5.20 -2.75
C 6.38 4.08 -2.38
O 5.13 4.48 -1.87
C 4.32 3.34 -1.75
N 8.65 4.72 -3.07
H 7.41 6.83 -4.21
H 5.93 6.62 -3.39
H 6.26 5.52 -4.69
H 7.47 5.79 -1.86
H 6.99 3.39 -1.79
H 6.22 3.59 -3.35
H 4.79 2.61 -1.10
H 4.16 2.91 -2.74
H 3.38 3.57 -1.24
H 8.52 4.24 -3.95
H 9.27 5.49 -3.21
C 3.66 -3.70 6.51
C 2.51 -2.69 6.40
C 1.34 -3.24 5.54
O 0.74 -4.34 6.16
C -0.38 -4.83 5.44
N 2.02 -2.46 7.74
H 3.45 -4.67 6.97
H 4.60 -3.30 6.89
H 3.91 -3.87 5.47
H 2.79 -1.75 5.93
H 1.56 -3.38 4.48
H 0.58 -2.46 5.50
H -1.15 -4.07 5.39
H -0.64 -5.77 5.94
H 0.05 -5.06 4.46
H 1.24 -1.82 7.64
H 1.60 -3.34 8.00
C -0.75 2.78 -5.39
C -1.44 1.49 -5.09
C -0.42 0.37 -5.33
O 0.72 0.54 -4.49
C 1.86 -0.22 -4.84
N -1.87 1.62 -3.73
H -0.04 2.95 -4.57
H -1.49 3.57 -5.52
H -0.26 2.62 -6.35
H -2.34 1.49 -5.70
H -0.04 0.41 -6.35
H -0.87 -0.61 -5.17
H 2.08 -0.14 -5.90
H 1.79 -1.30 -4.71
H 2.74 0.07 -4.26
H -1.06 1.61 -3.12
H -2.26 0.72 -3.49
C -0.57 7.08 -3.32
C -1.77 7.35 -2.53
C -1.56 7.31 -1.03
O -1.55 6.00 -0.51
C -0.22 5.43 -0.29
N -2.32 8.58 -2.98
H -0.71 7.29 -4.38
H -0.22 6.06 -3.15
H 0.22 7.67 -2.85
H -2.48 6.54 -2.67
H -2.42 7.81 -0.59
H -0.70 7.89 -0.70
H 0.43 5.60 -1.14
H -0.35 4.35 -0.26
H 0.26 5.88 0.58
H -3.06 8.89 -2.36
H -1.66 9.35 -2.99
C 2.09 4.31 6.80
C 0.77 4.59 6.10
C 0.76 3.97 4.65
O 1.53 4.76 3.79
C 0.96 5.95 3.29
N -0.22 4.09 7.04
H 2.94 4.71 6.25
H 2.22 3.24 6.95
H 2.10 4.87 7.74
H 0.59 5.66 5.97
H -0.27 3.97 4.31
H 1.20 2.97 4.64
H 1.02 6.78 3.99
H -0.06 5.75 2.96
H 1.46 6.17 2.34
H -0.16 4.69 7.85
H -1.16 4.34 6.76
C -0.30 -4.87 -7.14
C -1.51 -4.17 -7.73
C -1.91 -2.84 -7.07
O -2.92 -2.09 -7.76
C -4.19 -2.85 -7.73
N -1.31 -3.94 -9.15
H 0.63 -4.34 -7.36
H -0.31 -5.87 -7.57
H -0.45 -4.82 -6.06
H -2.40 -4.79 -7.68
H -1.06 -2.16 -7.00
H -2.18 -2.98 -6.02
H -4.21 -3.71 -8.40
H -5.03 -2.16 -7.83
H -4.36 -3.32 -6.76
H -0.58 -3.24 -9.16
H -2.08 -3.48 -9.61
C -2.26 -0.54 5.91
C -1.51 0.60 6.70
C -0.15 0.44 7.28
O -0.13 -0.69 8.15
C -0.90 -0.72 9.33
N -1.63 1.79 5.98
H -3.31 -0.23 5.90
H -2.31 -1.39 6.59
H -1.83 -0.77 4.93
H -2.13 0.77 7.58
H 0.19 1.34 7.79
H 0.48 0.35 6.40
H -0.66 -1.56 9.98
H -1.96 -0.77 9.09
H -0.71 0.16 9.96
H -1.11 1.82 5.11
H -1.02 2.35 6.55
C 7.12 -1.61 5.73
C 7.12 -0.26 4.94
C 6.03 0.74 5.54
O 4.69 0.20 5.33
C 3.70 0.95 5.91
N 8.45 0.36 5.04
H 6.13 -2.04 5.55
H 7.29 -1.46 6.80
H 7.90 -2.25 5.31
H 6.89 -0.54 3.91
H 6.12 1.67 4.98
H 6.26 0.95 6.58
H 3.95 1.99 5.70
H 3.61 0.80 6.99
H 2.72 0.79 5.45
H 8.65 0.66 5.98
H 8.32 1.28 4.67
C -7.68 5.14 0.72
C -7.76 5.04 2.23
C -8.70 3.91 2.69
O -8.98 4.13 4.06
C -9.97 3.19 4.54
N -6.37 4.99 2.72
H -7.14 4.24 0.40
H -7.10 5.97 0.33
H -8.58 5.18 0.11
H -8.21 5.95 2.63
H -8.20 2.95 2.53
H -9.67 4.01 2.19
H -10.15 3.41 5.59
H -9.58 2.18 4.58
H -10.93 3.17 4.02
H -6.65 4.78 3.66
H -6.10 4.07 2.40
*
```

Calculated values
HOMO-LUMO gap = 8.9 eV
HOMO level = -0.3122 Ha
Largest force on an atom = 6.03 eV/A
Lowest unoccupied orbital energy = 0.0139 hartree